1.
{"formula": "CH2BrP", "method": "wB97M-V/def2-TZVPD", "smiles": "[H]/P=C/Br", "charge": 0, "relative_energy_kj_mol": 140.8, "e_homo_ev": -8.92, "symbols": ["C", "P", "Br", "H", "H"], "positions_angstrom": [[1.323, 0.054, 0.108], [0.289, 1.539, -0.011], [3.101, 0.109, -0.006], [0.797, -0.757, -0.318], [-0.961, 1.040, -0.393]], "forces_ev_per_a": [[-4.7, 4.0, -1.5], [2.9, -1.5, 0.9], [1.9, -0.1, 0.4], [0.0, -1.5, 0.1], [-0.2, -0.9, 0.1]]}

=====

2.
{"formula": "C5H9NO4", "method": "wB97M-V/def2-TZVPD", "smiles": "CNC(=O)[C@H]1COC1=O.O", "charge": 0, "relative_energy_kj_mol": 177.5, "e_homo_ev": -10.24, "symbols": ["C", "N", "C", "O", "C", "C", "O", "C", "O", "H", "H", "H", "H", "H", "H", "H", "O", "H", "H"], "positions_angstrom": [[0.993, -2.269, 0.673], [-0.086, -1.330, 0.915], [0.114, -0.007, 0.983], [1.236, 0.485, 0.816], [-1.122, 0.808, 0.624], [-1.020, 2.225, 0.048], [-1.393, 1.724, -1.273], [-1.754, 0.469, -0.723], [-2.460, -0.392, -1.154], [0.598, -3.281, 0.798], [1.320, -2.169, -0.370], [1.830, -2.156, 1.374], [-0.999, -1.634, 0.594], [-1.845, 0.744, 1.448], [-1.749, 2.953, 0.415], [-0.019, 2.664, 0.003], [2.207, -0.003, -1.736], [1.675, 0.541, -1.027], [2.474, 0.629, -2.408]], "forces_ev_per_a": [[0.2, -0.5, -0.2], [-0.7, -0.4, 0.8], [1.3, 0.4, -3.6], [-0.6, 0.1, 1.5], [-1.1, 0.4, 1.6], [1.2, -0.2, -0.2], [-1.0, -1.4, 0.3], [-0.4, 0.9, -0.4], [1.1, 0.8, 0.1], [0.0, 0.2, 0.1], [0.3, 0.1, 0.3], [-0.3, 0.3, -0.3], [0.1, 0.1, 0.4], [-0.1, -0.2, -0.3], [0.0, -0.3, 0.0], [-0.2, -0.2, 0.1], [-1.5, 1.3, 1.8], [1.7, -1.5, -1.8], [-0.1, 0.1, 0.0]]}

=====

3.
{"formula": "CHNO3S", "method": "wB97M-V/def2-TZVPD", "charge": 0, "relative_energy_kj_mol": 312.7, "e_homo_ev": -10.71, "symbols": ["C", "N", "O", "O", "O", "S", "H"], "positions_angstrom": [[0.610, 0.320, -0.228], [1.475, 0.949, 0.204], [2.390, 1.411, 0.830], [3.644, -1.138, 0.792], [3.599, 0.178, -1.252], [4.236, -0.063, 0.027], [-0.054, -0.019, -1.069]], "forces_ev_per_a": [[-1.2, -0.3, -2.1], [-0.2, -0.6, 0.7], [0.0, 0.9, 0.2], [0.8, 0.6, -0.3], [1.0, -0.1, 0.4], [-1.5, -0.9, -0.5], [1.0, 0.5, 1.6]]}

=====

4.
{"formula": "C62H64N2O3P2Pd", "method": "wB97M-V/def2-TZVPD", "charge": 0, "relative_energy_kj_mol": 34.1, "e_homo_ev": -4.73, "symbols": ["C", "C", "O", "C", "C", "C", "C", "C", "O", "O", "H", "H", "H", "H", "H", "H", "H", "H", "H", "H", "H", "C", "N", "C", "C", "C", "C", "C", "C", "C", "C", "C", "C", "C", "C", "N", "C", "C", "C", "C", "Pd", "P", "C", "C", "C", "C", "C", "C", "C", "C", "C", "C", "C", "C", "C", "C", "C", "C", "C", "C", "P", "C", "C", "C", "C", "C", "C", "C", "C", "C", "C", "C", "C", "C", "C", "C", "C", "C", "C", "C", "C", "H", "H", "H", "H", "H", "H", "H", "H", "H", "H", "H", "H", "H", "H", "H", "H", "H", "H", "H", "H", "H", "H", "H", "H", "H", "H", "H", "H", "H", "H", "H", "H", "H", "H", "H", "H", "H", "H", "H", "H", "H", "H", "H", "H", "H", "H", "H", "H", "H", "H", "H", "H", "H"], "positions_angstrom": [[-0.192, -9.672, -2.903], [-0.084, -9.433, -1.414], [-0.533, -8.102, -1.116], [-0.521, -7.842, 0.228], [-1.134, -6.518, 0.485], [-1.782, -5.823, -0.637], [-1.072, -6.045, 1.847], [-1.843, -4.780, 2.193], [-0.424, -6.620, 2.718], [-0.079, -8.641, 1.031], [0.206, -10.662, -3.142], [-1.236, -9.652, -3.234], [0.378, -8.938, -3.478], [-0.712, -10.153, -0.867], [0.960, -9.530, -1.082], [-1.754, -6.481, -1.515], [-2.828, -5.569, -0.417], [-1.246, -4.898, -0.896], [-2.296, -4.294, 1.326], [-2.639, -5.036, 2.904], [-1.165, -4.080, 2.692], [-2.560, 7.268, -3.838], [-3.130, 6.263, -2.958], [-4.483, 6.544, -2.516], [-2.561, 5.035, -2.756], [-3.365, 3.936, -2.357], [-2.815, 2.671, -2.247], [-1.422, 2.468, -2.337], [-0.794, 1.187, -2.005], [-1.506, 0.104, -1.431], [-0.901, -1.107, -0.960], [0.121, -1.876, -1.590], [0.513, -3.098, -0.979], [1.522, -3.884, -1.488], [2.297, -3.400, -2.578], [3.416, -4.059, -2.985], [4.339, -3.448, -3.919], [3.700, -5.426, -2.601], [1.910, -2.187, -3.209], [0.779, -1.508, -2.787], [-0.239, 0.961, 0.201], [-1.553, 1.994, 1.739], [-1.356, 1.264, 3.390], [-0.999, 2.035, 4.508], [-0.929, 1.435, 5.766], [-1.160, 0.065, 5.912], [-1.436, -0.720, 4.789], [-1.495, -0.131, 3.524], [-1.331, 3.779, 1.859], [-2.021, 4.553, 2.811], [-1.825, 5.936, 2.850], [-0.948, 6.552, 1.951], [-0.307, 5.790, 0.973], [-0.502, 4.412, 0.916], [-3.317, 1.837, 1.324], [-4.124, 2.948, 1.018], [-5.422, 2.767, 0.540], [-5.919, 1.481, 0.316], [-5.143, 0.374, 0.665], [-3.864, 0.549, 1.194], [1.982, 1.003, 0.810], [2.920, 1.834, -0.500], [3.664, 3.007, -0.289], [4.229, 3.665, -1.384], [4.108, 3.140, -2.671], [3.443, 1.926, -2.870], [2.851, 1.278, -1.789], [2.497, 1.781, 2.367], [3.258, 1.096, 3.330], [3.594, 1.728, 4.527], [3.190, 3.041, 4.779], [2.471, 3.742, 3.808], [2.138, 3.118, 2.608], [2.723, -0.653, 0.863], [3.863, -1.010, 0.125], [4.387, -2.297, 0.234], [3.821, -3.220, 1.113], [2.693, -2.868, 1.857], [2.136, -1.597, 1.725], [-0.622, 3.564, -2.732], [-1.165, 4.820, -2.937], [-1.545, 7.002, -4.149], [-3.178, 7.386, -4.747], [-2.531, 8.231, -3.309], [-4.668, 6.105, -1.529], [-4.605, 7.631, -2.442], [-5.235, 6.142, -3.214], [-4.431, 4.081, -2.163], [-3.485, 1.831, -2.067], [0.202, 1.017, -2.409], [-2.584, 0.184, -1.305], [-1.424, -1.613, -0.144], [0.028, -3.404, -0.049], [1.783, -4.825, -0.992], [4.579, -2.413, -3.630], [5.258, -4.041, -3.918], [3.916, -3.432, -4.937], [2.769, -5.995, -2.460], [4.284, -5.892, -3.406], [4.284, -5.474, -1.668], [2.505, -1.797, -4.039], [0.395, -0.675, -3.374], [-0.784, 3.100, 4.398], [-0.685, 2.047, 6.635], [-1.115, -0.389, 6.900], [-1.600, -1.792, 4.899], [-1.628, -0.766, 2.643], [-2.716, 4.074, 3.509], [-2.360, 6.528, 3.592], [-0.770, 7.627, 2.015], [0.361, 6.269, 0.253], [0.024, 3.813, 0.163], [-3.745, 3.958, 1.153], [-6.041, 3.640, 0.333], [-6.906, 1.350, -0.130], [-5.536, -0.631, 0.516], [-3.288, -0.324, 1.500], [3.818, 3.381, 0.724], [4.769, 4.597, -1.221], [4.541, 3.669, -3.520], [3.387, 1.483, -3.865], [2.336, 0.322, -1.940], [3.606, 0.081, 3.129], [4.177, 1.185, 5.267], [3.441, 3.519, 5.723], [2.175, 4.777, 3.982], [1.601, 3.679, 1.842], [4.360, -0.281, -0.519], [5.247, -2.575, -0.375], [4.252, -4.218, 1.206], [2.236, -3.597, 2.528], [1.240, -1.333, 2.292], [0.451, 3.412, -2.876], [-0.514, 5.655, -3.205]], "forces_ev_per_a": [[-0.1, -0.1, -0.1], [0.0, 0.2, 0.0], [0.5, -1.5, -1.0], [-0.9, 2.2, 1.3], [1.2, -1.6, 1.5], [-0.4, 0.4, -0.6], [0.1, -0.8, -2.0], [-0.2, 0.3, 0.2], [0.1, 0.5, 1.2], [0.2, -0.3, -0.5], [0.0, 0.0, 0.0], [0.1, 0.1, 0.0], [-0.1, 0.0, 0.1], [0.4, 0.2, -0.1], [-0.3, -0.2, 0.0], [-0.2, 0.5, 0.2], [0.0, 0.1, -0.2], [-0.3, 0.1, -0.3], [0.0, 0.0, 0.0], [0.1, 0.1, -0.1], [0.0, 0.0, 0.0], [0.0, 0.1, 0.0], [0.1, 0.3, 0.2], [0.0, -0.2, -0.1], [0.2, -0.3, 0.1], [0.1, 0.0, -0.3], [0.2, 0.3, 0.5], [0.0, -0.1, -0.2], [-0.6, -0.7, -0.2], [0.2, 0.4, 0.0], [0.4, 0.3, -0.7], [0.0, -0.2, 0.2], [0.3, 0.0, 0.1], [0.0, 0.2, 0.1], [0.3, -0.2, 0.4], [-0.3, 0.3, -0.1], [-0.1, 0.1, -0.2], [-0.1, -0.3, 0.3], [-0.4, 0.4, -0.1], [0.5, -0.2, 0.0], [-0.1, -0.7, -0.9], [-0.4, 0.0, -0.1], [0.2, 0.1, 0.4], [-0.3, -0.4, 0.0], [0.1, -0.1, -0.1], [-0.1, 0.2, -0.2], [0.1, 0.1, 0.0], [0.0, 0.2, 0.3], [-0.1, 0.7, 0.2], [0.3, 0.2, -0.3], [0.0, -0.2, 0.1], [-0.1, -0.2, 0.0], [0.0, 0.1, 0.0], [-0.2, -0.1, 0.4], [-0.8, 0.2, 0.3], [0.0, -0.4, 0.0], [0.1, -0.2, -0.1], [0.1, 0.2, 0.0], [0.1, 0.0, 0.0], [-0.2, 0.2, -0.2], [0.1, -0.5, -0.3], [0.6, 0.4, -0.1], [-0.2, -0.4, -0.3], [0.0, 0.0, -0.1], [0.0, 0.0, 0.1], [0.0, 0.0, 0.2], [-0.1, 0.2, -0.1], [0.5, 0.2, 0.4], [-0.1, 0.3, -0.2], [-0.1, 0.1, 0.0], [-0.1, -0.2, -0.2], [0.1, -0.1, 0.0], [-0.1, -0.2, 0.1], [0.5, -0.4, 0.2], [-0.2, -0.1, 0.3], [-0.1, 0.0, 0.1], [-0.1, 0.1, -0.1], [0.0, 0.0, 0.0], [0.2, -0.1, -0.3], [-0.2, -0.1, 0.1], [-0.3, -0.1, 0.0], [-0.4, 0.1, 0.1], [0.2, 0.0, 0.3], [0.1, -0.1, -0.2], [0.1, 0.2, -0.2], [0.0, -0.3, 0.0], [0.1, 0.2, 0.1], [0.4, -0.2, -0.3], [0.2, 0.2, 0.2], [0.0, 0.2, 0.4], [0.2, 0.2, 0.4], [0.0, 0.1, -0.2], [0.1, 0.0, -0.3], [-0.2, 0.4, -0.2], [0.0, -0.3, 0.0], [-0.1, 0.2, -0.1], [0.2, 0.0, 0.1], [0.3, 0.1, -0.1], [-0.2, 0.0, 0.3], [-0.1, 0.0, -0.2], [-0.5, -0.2, 0.1], [0.3, -0.2, 0.1], [-0.1, -0.4, 0.1], [0.0, -0.2, -0.2], [0.0, 0.1, -0.2], [0.1, 0.3, -0.1], [-0.1, 0.2, 0.3], [0.3, 0.2, -0.3], [0.2, -0.1, -0.2], [-0.1, -0.3, -0.1], [-0.2, -0.1, 0.2], [-0.3, 0.2, 0.3], [-0.1, -0.3, -0.1], [0.1, -0.2, 0.0], [0.3, 0.0, 0.2], [0.1, 0.2, 0.1], [-0.1, 0.2, -0.2], [-0.1, 0.0, -0.4], [-0.1, -0.2, -0.1], [-0.1, -0.1, 0.2], [0.0, 0.1, 0.2], [0.2, 0.4, 0.1], [-0.2, 0.3, 0.1], [-0.1, 0.1, -0.1], [0.0, -0.1, -0.2], [0.1, -0.3, -0.1], [0.1, -0.2, 0.3], [-0.2, -0.3, 0.2], [-0.1, 0.1, 0.2], [-0.2, 0.3, 0.0], [0.1, 0.2, -0.2], [0.2, 0.0, -0.1], [-0.2, 0.1, 0.2], [-0.2, -0.4, 0.1]]}